[1]
The following is a quantum chemistry calculation of a cluster of 2 separate species, C4H10O in total, from the Open Molecules 2025 dataset.

Geometry as XYZ:
```
15
Properties=species:S:1:pos:R:3
C -1.780 -0.131 -0.898
O -1.024 -0.523 0.110
C 0.164 -0.084 0.395
C 0.599 1.223 -0.167
C 0.820 -0.710 1.582
H -0.094 -0.989 -1.939
H -1.617 0.845 -1.335
H -2.728 -0.643 -0.952
H 0.557 -1.085 -1.541
H -0.068 2.032 0.179
H 0.567 1.235 -1.264
H 1.618 1.454 0.153
H 1.887 -0.874 1.392
H 0.357 -1.675 1.806
H 0.743 -0.075 2.478
```

Computed properties:
LUMO energy (spin up / spin down): 1.08 / 1.09 eV
Total charge: 0
Frontier orbital gap (spin up / spin down): 8.149 / 8.025 eV
Total energy: -6353.612 eV
Highest occupied orbital energy (spin up / spin down): -7.070 / -6.933 eV

Atomic partial charges in e from the Löwdin method, atoms 1 to 6:
1. C -0.09
2. O -0.12
3. C -0.45
4. C -0.06
5. C -0.03
6. H 0.07


[2]
The following is a quantum chemistry calculation of an isolated molecule of C3H5N3O in a non-equilibrium geometry, from the Open Molecules 2025 dataset.

Geometry as XYZ:
```
12
Properties=species:S:1:pos:R:3
N 2.079 0.579 -0.049
C 0.778 0.143 -0.289
C 0.270 -1.116 -0.079
N -1.052 -1.044 -0.506
C -1.296 0.284 -0.588
O -2.249 0.716 0.300
N -0.205 1.010 -0.693
H 2.409 0.237 0.845
H 2.153 1.587 -0.102
H 0.544 -1.900 0.608
H -1.764 -1.733 -0.337
H -1.667 1.238 0.888
```

Computed properties:
LUMO energy: 0.47 eV
Total charge: 0
SMILES: Nc1c[nH]c(O)n1
Frontier orbital gap: 8.012 eV
Total energy: -9707.843 eV
Highest occupied orbital energy: -7.546 eV

Atomic partial charges in e from the Löwdin method, atoms 1 to 6:
1. N 0.09
2. C -0.42
3. C -0.06
4. N 0.10
5. C -0.46
6. O 0.06


[3]
The following is a quantum chemistry calculation of a cluster of 2 separate species, C10H16 in total in a non-equilibrium geometry, from the Open Molecules 2025 dataset.

Geometry as XYZ:
```
26
Properties=species:S:1:pos:R:3
C 2.052 0.855 1.028
C 2.512 2.119 1.797
C 3.204 -0.024 0.566
H 1.398 0.139 1.615
H 1.326 1.140 0.274
H 3.414 2.583 1.348
H 3.518 -0.563 1.463
H 2.944 1.823 2.795
H 1.750 2.892 1.937
H 2.941 -0.790 -0.135
H 4.028 0.534 0.092
C -1.366 -2.669 -1.733
C -1.448 1.073 -0.893
C -2.479 1.132 0.077
C -1.004 -0.122 -1.410
C -1.805 -1.302 -1.224
C -3.148 -0.071 0.345
C -2.868 -1.258 -0.342
H -1.032 1.962 -1.276
H -2.634 2.079 0.576
H -0.177 -0.223 -2.043
H -3.999 -0.051 1.041
H -1.493 -3.518 -1.062
H -0.286 -2.571 -1.967
H -3.557 -2.138 -0.219
H -1.788 -3.030 -2.648
```

Computed properties:
Multiplicity: 2
LUMO energy (spin up / spin down): -4.38 / -8.53 eV
Total charge: +1
Frontier orbital gap (spin up / spin down): 9.240 / 5.086 eV
Total energy: -10620.018 eV
Highest occupied orbital energy (spin up / spin down): -13.618 / -13.618 eV

Atomic partial charges in e from the Löwdin method, atoms 1 to 6:
1. C -0.34
2. C -0.12
3. C -0.13
4. H 0.11
5. H 0.05
6. H 0.08


[4]
The following is a quantum chemistry calculation of an isolated molecule of C6H10N2O in a non-equilibrium geometry, from the Open Molecules 2025 dataset.

Geometry as XYZ:
```
19
Properties=species:S:1:pos:R:3
C 1.500 -0.221 1.222
C -0.504 1.259 1.019
C 1.023 0.950 0.844
C -0.646 -0.532 -0.565
C -0.653 0.265 -1.759
C -0.422 -1.932 -0.613
N 1.744 -1.346 1.389
N -1.097 0.005 0.665
O 1.788 2.056 0.637
H -0.647 1.478 2.144
H -0.798 2.041 0.366
H 0.313 0.171 -2.311
H -0.996 1.233 -1.755
H -1.384 -0.026 -2.427
H -1.093 -2.607 0.081
H 0.625 -2.043 -0.219
H -0.246 -2.395 -1.492
H -0.897 -0.708 1.416
H 2.391 2.353 1.360
```

Computed properties:
LUMO energy (spin up / spin down): -0.30 / 0.42 eV
Total charge: 0
Frontier orbital gap (spin up / spin down): 6.053 / 7.478 eV
Total energy: -11407.140 eV
Highest occupied orbital energy (spin up / spin down): -6.348 / -7.058 eV

Atomic partial charges in e from the Löwdin method, atoms 1 to 6:
1. C -0.29
2. C -0.14
3. C -0.36
4. C -0.32
5. C -0.03
6. C -0.04


[5]
The following is a quantum chemistry calculation of an isolated molecule of C5H9NO in a non-equilibrium geometry, from the Open Molecules 2025 dataset.

Geometry as XYZ:
```
16
Properties=species:S:1:pos:R:3
C -0.267 0.936 -0.207
C 1.109 0.288 -0.090
C 1.115 -1.226 -0.042
C 1.618 -1.944 -1.047
C -1.147 0.830 0.968
N -2.483 0.720 0.722
O -0.776 0.868 2.142
H -0.846 0.693 -1.101
H 0.029 1.978 -0.401
H 1.701 0.507 -0.982
H 1.699 0.740 0.709
H 0.792 -1.699 0.878
H 1.504 -3.018 -0.981
H 1.908 -1.517 -1.996
H -2.889 1.110 -0.112
H -3.067 0.732 1.539
```

Computed properties:
LUMO energy: 0.88 eV
Total charge: 0
SMILES: C=CCCC(N)=O
Frontier orbital gap: 10.635 eV
Total energy: -8868.194 eV
Highest occupied orbital energy: -9.755 eV

Atomic partial charges in e from the Löwdin method, atoms 1 to 6:
1. C -0.14
2. C -0.21
3. C -0.17
4. C 0.00
5. C -0.55
6. N 0.15


[6]
The following is a quantum chemistry calculation of a cluster of 3 separate species, C7H12 in total in a non-equilibrium geometry, from the Open Molecules 2025 dataset.

Geometry as XYZ:
```
19
Properties=species:S:1:pos:R:3
C -0.124 -2.160 -0.466
C -0.138 -1.140 -1.608
C -0.052 0.119 -0.733
C -0.021 1.574 -1.232
C 0.090 2.211 0.099
C 0.159 1.902 1.274
C 0.216 1.100 2.469
H 0.778 -2.750 -0.384
H -0.012 -1.507 1.065
H -1.063 -2.670 -0.294
H 0.720 -1.198 -2.300
H -1.054 -1.132 -2.225
H 0.848 -0.025 -0.128
H -0.896 0.041 -0.041
H 0.841 1.764 -1.879
H -0.936 1.839 -1.770
H 0.108 -0.384 2.009
H -0.635 1.249 3.144
H 1.173 1.169 2.999
```

Computed properties:
LUMO energy: 0.27 eV
Total charge: 0
Frontier orbital gap: 9.045 eV
Total energy: -7446.912 eV
Highest occupied orbital energy: -8.775 eV

Atomic partial charges in e from the Löwdin method, atoms 1 to 6:
1. C -0.08
2. C -0.24
3. C -0.32
4. C -0.18
5. C -0.05
6. C -0.15


[7]
The following is a quantum chemistry calculation of a cluster of 2 separate species, C2HBrS in total in a non-equilibrium geometry, from the Open Molecules 2025 dataset.

Geometry as XYZ:
```
5
Properties=species:S:1:pos:R:3
C 0.252 -0.768 0.008
C -0.709 -1.000 0.749
S 1.759 -0.203 -0.322
Br -2.688 0.820 -0.574
H 1.385 1.150 0.140
```

Computed properties:
Multiplicity: 3
LUMO energy (spin up / spin down): -0.16 / -3.65 eV
Total charge: 0
Frontier orbital gap (spin up / spin down): 9.724 / 6.676 eV
Total energy: -82961.400 eV
Highest occupied orbital energy (spin up / spin down): -9.888 / -10.326 eV

Need the Löwdin charges? In units of e they are:
1. C -0.77
2. C -0.11
3. S 0.81
4. Br 0.08
5. H -0.01


[8]
The following is a quantum chemistry calculation of the ion C2H5ClNO2S with charge -1 in a non-equilibrium geometry, from the Open Molecules 2025 dataset.

Geometry as XYZ:
```
12
Properties=species:S:1:pos:R:3
C 0.524 -0.921 -1.325
C -0.365 0.183 -0.877
N 0.362 0.994 0.019
O -1.597 0.745 1.650
O 0.467 2.078 2.302
S -0.103 0.964 1.542
Cl 0.611 -0.878 2.670
H 0.185 -1.768 -2.051
H 1.538 -0.602 -1.497
H 0.565 -1.493 -0.418
H -0.902 0.869 -1.627
H -1.285 -0.172 -0.387
```

Computed properties:
LUMO energy: 3.78 eV
Total charge: -1
SMILES: CCN=[S@](=O)([O-])Cl
Frontier orbital gap: 8.679 eV
Total energy: -31098.391 eV
Highest occupied orbital energy: -4.899 eV

Atomic partial charges in e from the Löwdin method, atoms 1 to 6:
1. C -0.14
2. C -0.47
3. N -0.26
4. O -0.47
5. O -0.43
6. S 0.36


The lowest total energy belongs to which entry?
C2HBrS


The highest total charge belongs to which entry?
C10H16


Look up the total charge of the third one.
+1


total energy of number 8 (C2H5ClNO2S)?
-31098.391 eV